DFT (the ωB97M-V functional and the def2-TZVPD basis) results for a structure of composition C28H33N4O4S6W in a non-equilibrium geometry.

## Properties
M   865.838 Da
Frontier orbital gap (spin up / spin down)   7.146 / 6.832 eV
2S+1   3
Energy above the lowest of the compared OMol25 structures with the same formula, charge and spin   15.6 kcal per mole
Total charge   +1
Lowest unoccupied orbital energy (spin up / spin down)   -2.66 / -3.06 eV
Maximum force   0.025 hartree/bohr

Atoms and positions in Å:
W: -0.30559 1.12054 -0.40536
C: -1.71120 0.27469 -3.20311
C: -2.96773 1.10305 -2.99400
C: -3.24122 1.75859 -1.65710
C: -4.53078 2.25222 -1.52683
C: -4.87282 3.11887 -0.50686
C: -3.85239 3.51869 0.33706
C: -2.60713 2.95371 0.19641
N: -2.28308 2.01611 -0.73118
N: -1.30262 -0.46867 -2.00133
C: -2.39572 -1.34887 -1.57045
C: -2.23022 -1.79975 -0.14893
C: -2.94561 -2.88031 0.34905
C: -2.73782 -3.26223 1.66121
C: -1.78730 -2.58007 2.40794
C: -1.12322 -1.51690 1.82781
N: -1.37210 -1.10417 0.58243
C: -0.12059 -1.28370 -2.32967
C: 1.03613 -0.38948 -2.66014
C: 1.96402 -0.70639 -3.62706
C: 3.01760 0.16436 -3.87236
C: 3.11298 1.31195 -3.10668
C: 2.14400 1.57069 -2.15822
N: 1.09783 0.75394 -1.94949
H: -0.89205 0.92428 -3.50153
H: -1.89399 -0.42599 -4.02776
H: -3.84783 0.51520 -3.25624
H: -2.92928 1.92378 -3.71527
H: -5.26009 1.99217 -2.28230
H: -5.87698 3.50882 -0.41572
H: -4.01566 4.27455 1.09235
H: -1.79441 3.28841 0.81894
H: -2.45612 -2.22355 -2.22873
H: -3.34303 -0.81770 -1.65215
H: -3.64171 -3.41212 -0.28704
H: -3.28869 -4.08980 2.08754
H: -1.56031 -2.87403 3.42297
H: -0.34297 -0.98398 2.35401
H: -0.33437 -1.95559 -3.16798
H: 0.14258 -1.87979 -1.45368
H: 1.86931 -1.63298 -4.17674
H: 3.73942 -0.04936 -4.64886
H: 3.92050 2.01693 -3.23723
H: 2.21088 2.45634 -1.54770
S: -0.34565 3.13260 -2.31269
S: -0.26233 4.83982 -1.23209
S: 1.41510 4.41603 -0.10462
S: 0.66462 2.86426 1.01043
C: -2.94934 2.58305 3.47434
S: -1.68641 1.29835 3.28013
C: -0.40183 2.19492 4.17768
O: -1.39633 1.26113 1.79814
H: -3.18899 2.65931 4.53434
H: -3.83077 2.27489 2.91675
H: -2.56519 3.53025 3.10021
H: -0.73257 2.23898 5.21618
H: -0.26428 3.18849 3.76134
H: 0.52244 1.63544 4.09021
C: 6.06510 -4.65223 1.44263
C: 5.07237 -3.52634 1.36674
C: 4.76232 -2.92416 0.14889
C: 3.87129 -1.86674 0.08960
C: 3.27612 -1.41328 1.25751
C: 3.56000 -2.00009 2.47779
C: 4.45706 -3.05426 2.52480
S: 2.21121 -0.01413 1.12703
O: 2.97402 1.00238 0.44735
O: 1.67554 0.28543 2.43605
O: 1.07815 -0.48358 0.22483
H: 6.54979 -4.81671 0.48223
H: 5.57683 -5.57979 1.74579
H: 6.83382 -4.43005 2.18337
H: 5.23537 -3.27642 -0.75951
H: 3.64390 -1.37024 -0.84656
H: 3.09187 -1.61604 3.37489
H: 4.69619 -3.51373 3.47617

Force components x, y, z for each atom (eV/Å):
-0.65 -0.14 -0.43
-0.17 0.17 -0.07
0.12 -0.12 0.08
0.20 -0.07 -0.17
-0.17 0.04 0.05
0.28 -0.03 -0.01
-0.32 0.07 -0.12
0.19 0.07 -0.04
-1.11 0.42 0.46
0.20 0.17 0.12
-0.13 0.00 0.14
0.07 0.03 0.03
-0.02 -0.09 0.01
0.00 0.04 -0.08
0.01 0.01 0.01
0.08 -0.08 0.07
-0.16 -0.03 -0.17
0.17 -0.09 0.04
-0.25 0.02 0.12
0.07 -0.10 -0.04
-0.06 0.13 0.15
0.06 -0.17 -0.15
0.05 0.06 0.11
0.85 -0.18 -0.70
0.04 -0.08 -0.03
0.05 -0.02 0.00
-0.03 0.03 0.00
0.00 0.01 0.00
0.03 -0.05 0.00
-0.01 0.01 0.00
0.07 -0.02 0.02
-0.03 -0.14 0.04
-0.03 0.04 -0.06
0.02 0.02 -0.03
0.00 0.01 0.00
0.01 -0.02 -0.01
0.03 0.03 0.00
0.00 0.04 0.03
-0.02 0.01 0.00
-0.04 -0.03 0.00
-0.08 0.03 -0.03
0.03 -0.03 0.03
0.00 0.00 0.02
-0.11 0.01 0.04
0.29 -0.48 0.40
0.01 0.11 0.17
0.03 0.14 -0.19
-0.21 -0.05 -0.24
0.12 -0.31 -0.02
-0.15 0.42 0.19
0.00 -0.11 -0.30
0.12 -0.11 0.00
0.02 -0.02 0.00
0.01 -0.02 0.02
0.03 -0.01 0.01
-0.02 -0.05 -0.03
-0.05 0.05 -0.02
0.11 -0.14 -0.03
-0.04 0.02 0.03
0.01 0.01 0.04
-0.05 0.05 -0.02
0.02 -0.03 0.03
-0.25 -0.04 -0.22
-0.11 0.06 0.08
0.05 -0.03 -0.07
0.68 0.08 0.33
0.19 -0.12 0.14
0.13 -0.12 0.13
-0.33 0.88 0.17
0.01 -0.02 0.00
0.01 -0.01 -0.01
0.02 -0.03 -0.02
0.02 -0.01 0.01
0.06 -0.05 -0.03
0.01 -0.02 -0.01
0.00 0.02 0.01

How positive or negative is each atom? The Mulliken charges in e answer that: number 1, W, carries -0.15; number 2, C, carries -0.84; number 3, C, carries -1.44; number 4, C, carries 0.92; number 5, C, carries -1.22; number 6, C, carries -0.71; number 7, C, carries -1.25; number 8, C, carries -0.33; number 9, N, carries 0.98; number 10, N, carries 0.53; number 11, C, carries -1.04; number 12, C, carries 0.22; number 13, C, carries -1.18; number 14, C, carries -0.55; number 15, C, carries -1.33; number 16, C, carries -0.63; number 17, N, carries 0.92; number 18, C, carries -1.68; number 19, C, carries 1.02; number 20, C, carries -0.95; number 21, C, carries -0.70; number 22, C, carries -0.87; number 23, C, carries 0.09; number 24, N, carries 1.94; number 25, H, carries 0.40; number 26, H, carries 0.45; number 27, H, carries 0.58; number 28, H, carries 0.47; number 29, H, carries 0.51; number 30, H, carries 0.45; number 31, H, carries 0.60; number 32, H, carries 0.67; number 33, H, carries 0.51; number 34, H, carries 0.48; number 35, H, carries 0.54; number 36, H, carries 0.44; number 37, H, carries 0.52; number 38, H, carries 0.85; number 39, H, carries 0.85; number 40, H, carries 0.30; number 41, H, carries 0.53; number 42, H, carries 0.46; number 43, H, carries 0.51; number 44, H, carries -0.03; number 45, S, carries 0.02; number 46, S, carries -0.03; number 47, S, carries -0.10; number 48, S, carries -0.16; number 49, C, carries -1.09; number 50, S, carries 0.40; number 51, C, carries -0.95; number 52, O, carries -0.57; number 53, H, carries 0.55; number 54, H, carries 0.34; number 55, H, carries 0.27; number 56, H, carries 0.54; number 57, H, carries 0.32; number 58, H, carries 0.18; number 59, C, carries -1.47; number 60, C, carries 1.01; number 61, C, carries -0.88; number 62, C, carries -0.46; number 63, C, carries -0.32; number 64, C, carries -0.32; number 65, C, carries -0.79; number 66, S, carries 1.41; number 67, O, carries -0.66; number 68, O, carries -0.63; number 69, O, carries -0.06; number 70, H, carries 0.34; number 71, H, carries 0.32; number 72, H, carries 0.36; number 73, H, carries 0.32; number 74, H, carries 0.30; number 75, H, carries 0.52; number 76, H, carries 0.40